1.
# C23H31N4S5Tb

A structure of composition C23H31N4S5Tb in a non-equilibrium geometry (ωB97M-V/def2-TZVPD, the OMol25 dataset).

```
64
Properties=species:S:1:pos:R:3
Tb -5.269 8.505 14.681
C -2.454 8.924 13.616
C -2.512 7.425 13.879
C -2.825 6.601 12.632
C -1.839 6.254 11.755
C -2.043 5.380 10.673
C -3.394 5.156 10.342
C -4.424 5.532 11.150
C -5.867 5.126 10.873
C -6.261 3.671 11.135
C -4.135 6.200 12.330
N -5.130 6.616 13.290
C -6.050 5.787 13.753
C -7.129 6.287 14.526
C -8.268 5.587 14.995
C -9.244 6.535 15.364
C -8.613 7.755 15.222
N -7.379 7.675 14.690
H -2.330 9.545 14.488
H -3.356 9.282 13.090
H -1.649 9.062 12.871
H -3.209 7.069 14.664
H -1.533 7.117 14.285
H -0.775 6.455 11.990
H -1.209 5.159 9.968
H -3.594 4.585 9.492
H -6.048 5.327 9.845
H -6.501 5.840 11.409
H -6.267 2.999 10.238
H -7.269 3.635 11.467
H -5.666 3.140 11.860
H -6.012 4.745 13.603
H -8.398 4.483 15.062
H -10.252 6.292 15.627
H -9.060 8.696 15.351
N -5.647 6.713 20.128
C -4.520 7.554 19.564
C -4.438 7.335 18.105
N -5.686 7.639 17.396
C -6.855 6.923 17.934
C -6.937 7.111 19.435
H -5.683 6.816 21.134
H -5.425 5.733 19.983
H -3.703 7.181 20.184
H -4.705 8.606 19.845
H -4.050 6.362 17.843
H -3.710 8.038 17.755
H -5.823 8.624 17.563
H -6.819 5.912 17.601
H -7.803 7.288 17.533
H -7.710 6.591 19.908
H -7.049 8.162 19.676
C -4.467 12.533 13.462
S -5.714 11.193 13.331
C -6.424 11.196 14.971
C -5.710 10.929 16.094
S -4.049 10.420 16.217
S -6.663 10.928 17.616
C -8.243 11.076 16.891
S -9.606 10.847 17.701
S -8.138 11.487 15.183
H -3.911 12.487 12.541
H -3.813 12.326 14.271
H -4.952 13.486 13.664
```

Properties
Frontier orbital gap (spin up / spin down) in hartree: 0.224 / 0.274
Spin multiplicity: 7
Expectation value of S²: 12.620
Net charge: +2
HOMO energy (spin up / spin down) in eV: -13.17 / -13.21
DFT total energy in Ha: -3928.88001

2.
# C32H41Br2O13P

A cluster of 3 separate species, C32H41Br2O13P in total in a non-equilibrium geometry (ωB97M-V/def2-TZVPD, the OMol25 dataset).

```
89
Properties=species:S:1:pos:R:3
C -1.287 -4.529 0.166
C -0.267 -3.220 -0.029
C 1.168 -3.282 -0.831
C 2.038 -1.894 -0.911
C 1.538 -0.430 -0.276
C 2.573 0.825 -0.449
C 2.273 1.802 -1.741
C 2.803 1.701 0.957
C 0.053 -0.352 0.492
O -0.323 0.946 1.023
C -1.750 1.203 1.117
P -2.172 2.834 0.128
C -0.807 4.163 0.187
C -3.983 3.082 -0.473
C -5.050 1.983 0.200
C -5.947 1.182 -0.916
C -7.562 1.087 -0.538
O -8.027 1.140 0.713
O -8.515 0.882 -1.665
C -2.793 3.556 1.831
O -1.708 3.856 2.775
O -2.074 3.379 3.943
C -1.593 2.096 -1.531
Br -2.691 0.489 -2.147
C -1.649 3.118 -2.824
C -0.213 3.329 -3.587
Br -2.924 2.398 -4.245
C -0.745 -1.778 0.583
H -1.132 -5.354 -0.649
H -1.197 -4.928 1.276
H -2.397 -4.108 0.076
H 1.501 -4.303 -1.303
H 3.075 -1.944 -1.474
H 3.644 0.343 -0.662
H 1.474 2.632 -1.477
H 1.988 1.135 -2.660
H 3.273 2.368 -1.975
H 1.870 2.340 1.256
H 3.231 1.031 1.836
H 3.676 2.467 0.699
H -1.990 1.325 2.281
H -2.472 0.365 0.751
H -0.296 4.433 -0.827
H -1.300 5.180 0.573
H 0.085 3.809 0.898
H -4.140 2.986 -1.626
H -4.437 4.146 -0.175
H -4.528 1.211 0.907
H -5.825 2.579 0.886
H -5.799 1.555 -2.025
H -5.561 0.054 -0.905
H -8.249 -0.033 -2.033
H -3.378 4.585 1.674
H -3.545 2.847 2.378
H -1.579 2.515 4.133
H -0.495 1.697 -1.468
H -2.131 4.128 -2.433
H 0.417 4.181 -3.091
H -0.455 3.676 -4.701
H 0.336 2.300 -3.685
H -1.796 -1.766 1.146
C -0.237 -6.363 4.501
C -0.547 -6.403 5.799
C -0.359 -5.214 6.676
O -0.671 -5.276 7.860
C 0.207 -3.997 6.075
C 0.520 -3.958 4.778
C 0.306 -5.137 3.896
O 0.587 -5.066 2.704
O 1.054 -2.817 4.208
O -1.055 -7.552 6.376
H -0.370 -7.219 3.852
H 0.354 -3.146 6.728
H 1.193 -3.040 3.261
H -1.199 -7.328 7.321
C 6.467 0.539 -5.133
C 5.255 0.082 -4.811
C 4.984 -0.514 -3.473
O 3.856 -0.908 -3.198
C 6.103 -0.611 -2.523
C 7.315 -0.158 -2.847
C 7.579 0.463 -4.174
O 8.699 0.888 -4.436
O 8.372 -0.248 -1.959
O 4.205 0.148 -5.708
H 6.677 0.977 -6.101
H 5.896 -1.063 -1.561
H 9.139 0.149 -2.426
H 3.436 -0.244 -5.239
```

Properties
Frontier orbital gap in hartree: 0.221
HOMO energy in eV: -7.98
DFT total energy in Ha: -7710.71527

3.
# C4H8O3

The molecule C4H8O3 (ωB97M-V/def2-TZVPD, the OMol25 dataset).

```
15
Properties=species:S:1:pos:R:3
O 1.070 -0.575 -1.252
C 0.574 -0.513 -0.142
C 1.424 -0.090 1.037
O 2.738 0.172 0.655
C -0.901 -0.745 0.093
C -1.684 0.353 -0.648
O -1.096 1.628 -0.458
H 0.941 0.802 1.472
H 1.377 -0.883 1.803
H 2.761 0.019 -0.305
H -1.183 -1.732 -0.292
H -1.121 -0.720 1.166
H -1.746 0.108 -1.714
H -2.704 0.414 -0.254
H -0.450 1.762 -1.162
```

Properties
Frontier orbital gap in hartree: 0.409
HOMO energy in eV: -10.35
DFT total energy in Ha: -382.91629
Structure (SMILES): O=C(CO)CCO